Record 1
This record from OMol25 describes 2 unconnected molecules or ions with the total composition C3H10BrNSi at a distorted geometry. The level of theory is ωB97M-V with the def2-TZVPD basis set.

XYZ file:
```
16
C3H10BrNSi (ωB97M-V with the def2-TZVPD basis set)
C 0.68 -1.86 0.23
C 1.35 1.77 0.36
C 1.51 -0.60 0.12
N 0.79 0.47 0.66
Si -3.05 0.47 -0.69
Br -4.97 -0.48 0.12
H 0.55 -2.07 1.34
H -0.30 -1.75 -0.09
H 1.08 -2.70 -0.45
H 1.70 1.78 -0.59
H 0.63 2.53 0.44
H 2.18 2.12 1.01
H 2.44 -0.91 0.64
H 1.75 -0.29 -1.00
H -3.06 -0.28 -1.95
H -3.29 1.80 -0.15
```

The energy comes out at -3038.4150 a.u. The calculation puts the HOMO-LUMO gap (spin up / spin down) at 0.3118 / 0.2759 Eh. The energy above the lowest of the compared OMol25 structures with the same formula, charge and spin comes out at 375.7 kJ/mol.

=====

Record 2
This record from OMol25 describes 3 unconnected molecules or ions with the total composition C23H35F5NO7PS. The level of theory is ωB97M-V with the def2-TZVPD basis set.

XYZ file:
```
73
C23H35F5NO7PS (ωB97M-V with the def2-TZVPD basis set)
C 2.17 0.02 1.52
C 1.57 -0.17 0.35
C 0.11 -0.47 0.00
C -0.54 0.93 0.17
C -0.68 1.44 1.61
F -0.15 2.73 1.69
C -0.62 -1.69 0.77
C 0.20 -2.53 1.78
C 1.15 -3.62 1.26
C 2.64 -3.32 1.24
F 3.05 -2.85 2.50
C -1.94 -1.27 1.53
F -2.48 -2.47 2.05
C -3.02 -0.60 0.68
C -4.29 -1.43 0.51
N -1.15 -2.53 -0.29
C -1.06 -1.99 -1.54
O -1.73 -2.30 -2.50
C 0.08 -0.94 -1.51
S 1.44 -2.11 -1.94
P -0.05 0.11 -3.09
C -1.39 1.35 -2.89
C 1.49 1.16 -3.10
C 1.57 2.48 -2.31
H 3.22 0.33 1.55
H 1.71 -0.10 2.49
H 2.17 0.06 -0.53
H -1.50 1.03 -0.32
H 0.13 1.64 -0.32
H -0.15 0.82 2.34
H -1.73 1.50 1.91
H 0.74 -1.87 2.46
H -0.53 -3.04 2.41
H 0.88 -3.95 0.25
H 1.03 -4.49 1.91
H 3.19 -4.24 1.05
H 2.92 -2.58 0.49
H -1.70 -0.69 2.42
H -2.67 -0.32 -0.31
H -3.31 0.33 1.18
H -4.98 -0.90 -0.15
H -4.08 -2.41 0.07
H -4.82 -1.57 1.46
H -1.19 -3.53 -0.17
H 2.50 -1.32 -1.78
H -1.50 1.84 -3.85
H -2.31 0.80 -2.66
H -1.25 2.11 -2.13
H 2.32 0.51 -2.81
H 1.64 1.36 -4.16
H 0.62 2.81 -1.91
H 2.30 2.41 -1.50
H 1.93 3.28 -2.96
C -6.41 4.04 0.31
C -6.39 2.85 1.25
O -5.47 1.98 0.61
C -4.62 2.73 -0.15
O -3.62 2.34 -0.63
O -5.10 3.99 -0.26
F -7.59 2.24 1.34
H -7.15 3.90 -0.47
H -6.57 5.00 0.80
H -6.02 3.07 2.25
C 7.65 -0.12 -0.28
C 6.79 -0.25 0.96
O 5.49 0.02 0.45
C 5.47 -0.30 -0.87
O 4.49 -0.40 -1.52
O 6.73 -0.48 -1.32
F 7.10 0.66 1.91
H 7.96 0.92 -0.42
H 8.51 -0.77 -0.30
H 6.79 -1.24 1.41
```

The energy comes out at -2717.6776 a.u. The calculation puts the HOMO-LUMO gap at 0.3067 Eh. The energy above the lowest of the compared OMol25 structures with the same formula, charge and spin comes out at 0.0 kJ/mol. The SMILES is C=C[C@@]1(CCF)[C@](S)(P(C)CC)C(=O)N[C@]1(CCCF)[C@H](F)CC.O=C1OC[C@@H](F)O1.O=C1OC[C@@H](F)O1.

=====

Record 3
This record from OMol25 describes 7 unconnected molecules or ions with the total composition C37H53NO25S at a distorted geometry. The level of theory is ωB97M-V with the def2-TZVPD basis set.

XYZ file:
```
117
C37H53NO25S (ωB97M-V with the def2-TZVPD basis set)
C -0.53 2.72 4.70
C -0.49 3.26 3.15
C 0.99 3.66 2.58
C 0.78 3.98 0.95
C 2.15 2.51 2.67
C 3.49 3.42 2.24
C 4.89 2.88 2.90
C 5.87 1.71 2.32
C 7.30 1.23 3.05
C 7.78 1.94 4.44
C 6.82 3.15 5.03
C 5.41 3.63 4.30
O 2.56 2.15 4.07
S 2.85 0.47 4.37
O 4.33 0.34 4.88
O 1.93 -0.24 5.42
O 2.61 0.04 2.70
C 1.92 1.07 1.86
C 2.71 0.85 0.43
C 3.04 -0.72 0.06
C 2.75 -0.89 -1.56
N 1.30 -0.77 -2.08
O 3.72 -1.14 -2.46
O 0.53 0.75 1.42
C -0.18 -0.09 2.39
C -0.23 -1.70 1.96
C 0.83 -2.63 2.80
O -0.18 -1.90 0.49
H 0.41 3.12 5.28
H -0.71 1.57 4.82
H -1.47 3.25 5.22
H -1.12 4.27 3.15
H -1.09 2.54 2.41
H 1.27 4.69 3.06
H -0.31 3.60 0.65
H 0.76 5.15 0.74
H 1.52 3.39 0.27
H 3.61 3.49 1.05
H 3.38 4.55 2.58
H 5.61 1.15 1.33
H 7.94 0.38 2.52
H 8.77 1.57 4.95
H 7.20 3.66 6.04
H 4.76 4.50 4.79
H 1.96 1.23 -0.42
H 3.71 1.44 0.31
H 4.21 -0.87 0.26
H 2.39 -1.51 0.62
H 0.70 -0.27 -1.39
H 1.30 -0.15 -2.93
H -1.32 0.26 2.34
H 0.14 0.05 3.50
H -1.32 -2.08 2.28
H 1.95 -2.50 2.51
H 0.57 -3.80 2.76
H 0.73 -2.33 3.94
H -0.58 -2.81 0.34
C 1.74 -1.86 -5.51
C 2.39 -0.56 -5.88
O 1.87 -0.30 -7.17
C 0.69 -0.97 -7.27
O -0.10 -0.83 -8.18
O 0.51 -1.82 -6.22
H 1.56 -1.94 -4.43
H 2.31 -2.73 -5.84
H 2.10 0.25 -5.21
H 3.48 -0.64 -5.90
C -4.87 3.98 6.19
C -6.20 3.30 6.17
O -6.05 2.34 5.14
C -4.72 2.09 5.02
O -4.25 1.18 4.35
O -3.98 2.97 5.75
H -4.59 4.33 7.19
H -4.82 4.83 5.49
H -6.42 2.79 7.11
H -7.01 3.99 5.94
C 2.26 -3.57 -11.11
C 1.42 -3.69 -9.88
O 2.04 -4.73 -9.16
C 3.34 -4.79 -9.58
O 4.21 -5.46 -9.05
O 3.54 -4.00 -10.68
H 2.30 -2.55 -11.50
H 1.92 -4.24 -11.91
H 1.44 -2.77 -9.28
H 0.38 -3.94 -10.11
C 7.47 -4.15 -10.51
C 7.09 -3.79 -9.11
O 7.82 -2.60 -8.87
C 8.08 -2.04 -10.09
O 8.54 -0.93 -10.25
O 7.75 -2.90 -11.11
H 6.66 -4.66 -11.05
H 8.37 -4.77 -10.56
H 6.02 -3.58 -9.01
H 7.37 -4.57 -8.39
C -8.01 -0.07 2.66
C -7.36 1.22 2.29
O -7.87 1.49 1.00
C -9.06 0.81 0.89
O -9.85 0.95 -0.02
O -9.23 -0.03 1.95
H -8.19 -0.16 3.73
H -7.43 -0.94 2.32
H -7.64 2.04 2.96
H -6.27 1.14 2.26
C -10.57 -2.73 5.17
C -11.95 -2.46 5.69
O -11.76 -1.35 6.56
C -10.62 -0.72 6.15
O -10.25 0.37 6.56
O -9.96 -1.45 5.21
H -10.59 -3.12 4.15
H -10.01 -3.41 5.81
H -12.65 -2.17 4.90
H -12.36 -3.31 6.24
```

The energy comes out at -3775.0417 a.u. The calculation puts the HOMO-LUMO gap at 0.3040 Eh. The SMILES is CC[C@H](C)[C@@]1(Cc2ccccc2)OS(=O)(=O)O[C@@]1(CCC(N)=O)OC[C@H](C)O.O=C1OCCO1.O=C1OCCO1.O=C1OCCO1.O=C1OCCO1.O=C1OCCO1.O=C1OCCO1.

=====

> Look up the energy of the second one.

-2717.6776 a.u.

=====

> Among the records above, which one has the highest energy?

C23H35F5NO7PS

=====

> Which of these has the lowest energy?

C37H53NO25S